C24H32ClO28 | ωB97M-V with the def2-TZVPD basis set

Summary:
Net charge   -1
Spin multiplicity   1

Each line ends with the Mulliken charge.
Element x y z (Å)
Cl1 1.029 0.315 -0.730  1.184
O1 0.245 -0.790 -0.231  -0.319
O2 1.712 -0.039 -1.949  -0.718
O3 0.151 1.437 -0.953  -0.399
O4 2.023 0.739 0.244  -0.694
C1 3.591 -1.366 3.257  0.573
C2 3.879 -2.116 1.951  -0.047
O5 3.104 -3.304 2.094  -0.154
C3 2.784 -3.474 3.401  0.606
O6 2.092 -4.335 3.828  -0.520
O7 3.293 -2.459 4.131  -0.401
H1 2.711 -0.741 3.113  -0.461
H2 4.472 -0.838 3.599  0.387
H3 4.944 -2.265 1.754  0.242
H4 3.519 -1.597 1.061  -0.027
C4 2.701 3.437 -1.650  0.013
C5 2.373 3.892 -0.226  0.598
O8 2.616 5.300 -0.344  -0.397
C6 3.467 5.528 -1.363  0.577
O9 3.921 6.586 -1.655  -0.549
O10 3.693 4.371 -2.033  -0.429
H5 1.811 3.295 -2.266  0.160
H6 3.137 2.437 -1.616  0.225
H7 2.970 3.385 0.528  0.144
H8 1.314 3.761 -0.020  -0.356
C7 -0.790 4.927 -1.684  0.227
C8 -2.262 4.527 -1.492  -0.218
O11 -2.419 4.598 -0.069  -0.349
C9 -1.359 5.251 0.486  0.689
O12 -1.254 5.468 1.646  -0.520
O13 -0.451 5.559 -0.461  -0.308
H9 -0.602 5.531 -2.566  0.432
H10 -0.211 4.003 -1.763  -0.340
H11 -2.426 3.470 -1.694  0.129
H12 -2.952 5.155 -2.053  0.278
C10 0.376 1.538 2.765  0.789
C11 -1.022 1.306 2.194  1.121
O14 -1.901 1.565 3.288  -0.400
C12 -1.236 2.252 4.233  0.569
O15 -1.709 2.755 5.202  -0.586
O16 0.079 2.335 3.917  -0.448
H13 1.039 2.091 2.105  -0.155
H14 0.939 0.640 3.031  -0.346
H15 -1.184 0.304 1.822  -0.436
H16 -1.230 2.071 1.441  -0.253
C13 1.588 -4.851 -0.259  0.112
C14 1.758 -3.539 -1.057  0.626
O17 1.766 -3.997 -2.415  -0.374
C15 1.818 -5.346 -2.459  0.543
O18 1.981 -5.981 -3.448  -0.549
O19 1.616 -5.882 -1.229  -0.382
H17 0.665 -4.838 0.314  0.111
H18 2.462 -4.934 0.381  0.204
H19 2.570 -2.916 -0.696  0.024
H20 0.835 -2.970 -0.975  -0.338
C16 -0.620 -2.705 2.821  0.330
C17 -1.712 -3.785 2.753  -0.535
O20 -2.801 -3.259 3.541  -0.397
C18 -2.558 -1.946 3.745  0.552
O21 -3.172 -1.209 4.435  -0.520
O22 -1.457 -1.570 3.033  -0.215
H21 -0.136 -2.630 1.852  -0.124
H22 0.044 -2.905 3.659  0.112
H23 -1.428 -4.786 3.065  0.373
H24 -2.155 -3.857 1.756  0.308
C19 -4.116 0.296 -0.192  0.001
C20 -3.316 -0.972 -0.527  0.259
O23 -4.085 -2.006 0.131  -0.419
C21 -5.103 -1.484 0.830  0.661
O24 -5.879 -2.090 1.491  -0.539
O25 -5.087 -0.123 0.751  -0.379
H25 -4.619 0.718 -1.065  0.258
H26 -3.459 1.085 0.177  -0.014
H27 -2.357 -1.068 -0.028  -0.063
H28 -3.321 -1.116 -1.603  0.223
C22 0.246 -0.219 -5.133  0.311
C23 -1.239 0.181 -5.164  -0.148
O26 -1.878 -0.966 -5.738  -0.387
C24 -1.005 -2.011 -5.710  0.618
O27 -1.336 -3.138 -5.851  -0.509
O28 0.252 -1.570 -5.531  -0.322
H29 0.637 0.015 -4.143  -0.110
H30 0.779 0.440 -5.821  0.236
H31 -1.500 1.034 -5.789  0.306
H32 -1.655 0.394 -4.177  0.044

=====

C28H39BaF3IN5O5S2 | ωB97M-V with the def2-TZVPD basis set

Summary:
Net charge   +2
Spin multiplicity   1

Each line ends with the Mulliken charge.
Element x y z (Å)
C1 -4.630 4.341 1.229  -0.851
C2 -3.806 3.221 1.389  -0.704
C3 -2.512 3.156 0.736  0.572
C4 -1.945 4.236 0.080  -0.839
C5 -0.730 4.148 -0.538  0.372
S1 -0.145 5.652 -1.290  1.403
O1 -1.089 6.675 -0.983  -0.739
O2 0.079 5.542 -2.689  -0.566
C6 1.434 6.238 -0.442  0.786
F1 1.354 7.548 -0.301  -0.209
F2 2.509 6.007 -1.183  -0.158
F3 1.589 5.694 0.797  -0.274
C7 -0.054 2.932 -0.542  -1.537
I1 1.810 2.873 -1.565  0.106
C8 -0.582 1.814 0.087  -1.276
C9 -1.799 1.954 0.732  1.354
S2 -2.436 0.514 1.572  -0.459
C10 -0.910 -0.225 2.120  1.825
C11 -0.877 -0.913 3.318  0.360
C12 -2.179 -1.046 4.101  -2.366
C13 -3.021 -2.257 3.541  1.055
N1 -4.322 -1.818 3.042  -0.613
N2 -3.221 -3.258 4.600  -0.791
N3 -2.331 -2.925 2.388  -0.564
C14 0.341 -1.451 3.727  0.946
C15 0.376 -2.234 5.042  -0.895
O3 1.650 -2.659 5.433  -0.273
O4 1.990 -3.785 4.647  -0.368
C16 1.440 -1.288 2.940  -0.350
C17 1.402 -0.611 1.736  -0.186
N4 2.611 -0.479 0.999  -0.308
C18 3.592 0.286 1.727  -0.804
C19 3.502 1.849 1.387  -0.649
C20 0.200 -0.082 1.309  -1.773
N5 0.172 0.590 0.019  1.569
C21 -0.567 -0.344 -0.931  -0.964
C22 0.268 -0.786 -2.135  -0.357
C23 -0.622 -1.752 -2.984  -0.762
C24 0.109 -3.046 -3.398  -1.225
C25 1.056 -2.817 -4.594  -0.342
C26 0.375 -2.294 -5.858  -0.458
C27 1.416 -1.849 -6.921  -0.752
O5 2.244 -0.845 -6.329  -0.343
C28 3.586 -1.317 -6.223  -0.739
H1 -4.497 5.271 1.785  0.347
H2 -5.472 4.266 0.535  0.271
H3 -4.114 2.354 1.977  0.430
H4 -2.470 5.187 0.052  0.663
H5 -1.925 -1.299 5.131  0.436
H6 -2.791 -0.148 4.041  0.449
H7 -5.000 -2.562 3.196  0.303
H8 -4.276 -1.732 2.029  0.273
H9 -2.308 -3.500 4.973  0.315
H10 -3.581 -4.119 4.199  0.321
H11 -1.646 -3.593 2.739  0.234
H12 -3.036 -3.520 1.957  0.286
H13 -0.259 -3.120 4.901  0.278
H14 -0.064 -1.598 5.813  0.366
H15 2.952 -3.753 4.554  0.327
H16 2.369 -1.721 3.304  0.554
H17 2.421 0.005 0.120  0.321
H18 3.508 0.194 2.823  0.621
H19 4.623 0.004 1.483  0.254
H20 4.310 2.171 0.722  0.626
H21 3.584 2.493 2.303  -0.057
H22 2.506 2.016 0.956  -0.120
H23 -1.494 0.113 -1.288  0.425
H24 -0.848 -1.250 -0.379  0.433
H25 1.224 -1.250 -1.873  0.277
H26 0.410 0.099 -2.769  0.163
H27 -1.071 -1.199 -3.810  0.474
H28 -1.460 -2.060 -2.337  0.544
H29 0.683 -3.366 -2.516  0.358
H30 -0.630 -3.836 -3.575  0.417
H31 1.870 -2.174 -4.242  0.148
H32 1.482 -3.799 -4.851  0.346
H33 -0.249 -1.409 -5.687  0.303
H34 -0.301 -3.057 -6.269  0.322
H35 0.846 -1.350 -7.712  0.366
H36 1.975 -2.719 -7.280  0.410
H37 3.984 -1.494 -7.230  0.335
H38 3.609 -2.275 -5.680  0.330
H39 4.173 -0.605 -5.639  0.229
Ba1 3.637 3.147 3.752  1.766

=====

C35H44F21O22PS | ωB97M-V with the def2-TZVPD basis set

Summary:
SMILES   O=C1OC(=O)C(P(O)O)=C1CCCS(=O)(=O)O.CCOC(=O)C(F)(F)F.CCOC(=O)C(F)(F)F.CCOC(=O)C(F)(F)F.CCOC(=O)C(F)(F)F.CCOC(=O)C(F)(F)F.CCOC(=O)C(F)(F)F.CCOC(=O)C(F)(F)F
Net charge   0
Spin multiplicity   1

Each line ends with the Mulliken charge.
Element x y z (Å)
O1 -0.311 0.782 1.672  -0.571
C1 -0.581 2.003 1.738  0.324
O2 0.319 2.953 2.308  -0.184
C2 -0.381 4.186 2.277  0.258
O3 -0.105 5.299 2.738  -0.511
C3 -1.794 4.072 1.559  0.495
P1 -2.939 5.553 1.283  -0.109
O4 -3.559 5.469 -0.315  -0.440
O5 -4.214 5.592 2.451  -0.445
C4 -1.908 2.695 1.233  0.517
C5 -3.199 2.043 0.523  -0.654
C6 -4.458 2.517 1.390  -0.448
C7 -5.685 1.495 1.406  -0.674
S1 -7.172 2.501 1.960  1.071
O6 -8.399 1.663 2.119  -0.589
O7 -7.387 3.540 0.872  -0.598
O8 -6.789 3.285 3.399  -0.439
H1 -4.195 6.212 -0.439  0.315
H2 -5.055 5.510 1.932  0.291
H3 -3.264 2.343 -0.584  0.271
H4 -3.076 0.906 0.613  0.340
H5 -4.089 2.640 2.465  0.472
H6 -4.838 3.503 0.972  0.204
H7 -5.572 0.691 2.219  0.371
H8 -5.873 1.042 0.383  0.387
H9 -6.381 4.162 3.206  0.364
C8 1.215 0.979 -1.584  -0.865
C9 1.270 1.208 -3.081  -0.254
O9 -0.011 0.955 -3.680  -0.292
C10 -0.911 1.951 -3.589  0.284
O10 -0.705 3.004 -3.046  -0.566
C11 -2.201 1.570 -4.307  1.070
F1 -2.608 0.319 -4.013  -0.267
F2 -2.064 1.620 -5.648  -0.288
F3 -3.228 2.382 -4.000  -0.259
H10 0.842 -0.024 -1.365  0.314
H11 2.207 1.093 -1.144  0.423
H12 0.537 1.682 -1.095  0.070
H13 1.973 0.505 -3.534  0.335
H14 1.621 2.214 -3.323  0.305
C12 1.189 1.351 4.676  -0.819
C13 2.562 1.119 5.274  -0.161
O11 2.531 1.286 6.702  -0.382
C14 2.079 0.234 7.409  0.352
O12 1.709 -0.801 6.922  -0.518
C15 2.148 0.528 8.904  0.846
F4 1.673 1.752 9.210  -0.247
F5 3.415 0.483 9.365  -0.246
F6 1.442 -0.349 9.637  -0.243
H15 0.801 2.329 4.974  0.305
H16 1.229 1.302 3.590  0.137
H17 0.473 0.604 5.029  0.355
H18 3.255 1.861 4.888  0.401
H19 2.958 0.137 5.007  0.236
C16 -4.855 -1.360 -4.955  -1.099
C17 -4.199 -1.482 -6.316  -0.050
O13 -3.902 -2.855 -6.616  -0.359
C18 -4.929 -3.593 -7.079  0.305
O14 -6.043 -3.175 -7.242  -0.515
C19 -4.463 -5.009 -7.403  0.971
F7 -3.689 -5.534 -6.432  -0.278
F8 -3.731 -5.050 -8.534  -0.273
F9 -5.485 -5.865 -7.578  -0.224
H20 -4.236 -1.830 -4.187  0.279
H21 -5.008 -0.312 -4.693  0.295
H22 -5.823 -1.865 -4.936  0.410
H23 -3.246 -0.949 -6.313  0.219
H24 -4.814 -1.037 -7.102  0.305
C20 -6.521 -8.486 -7.669  -1.105
C21 -5.328 -8.968 -6.868  -0.021
O15 -5.745 -9.846 -5.811  -0.360
C22 -5.985 -11.123 -6.165  0.349
O16 -5.874 -11.548 -7.284  -0.505
C23 -6.368 -11.951 -4.942  0.889
F10 -7.271 -11.328 -4.161  -0.244
F11 -5.301 -12.212 -4.161  -0.250
F12 -6.903 -13.139 -5.269  -0.242
H25 -7.263 -8.024 -7.013  0.294
H26 -6.213 -7.759 -8.420  0.327
H27 -7.018 -9.316 -8.176  0.386
H28 -4.838 -8.116 -6.392  0.178
H29 -4.584 -9.453 -7.505  0.302
C24 8.998 1.866 6.041  -1.198
C25 8.550 0.447 5.750  -0.030
O17 7.251 0.442 5.129  -0.345
C26 7.226 0.689 3.807  0.352
O18 8.202 0.912 3.140  -0.525
C27 5.799 0.602 3.277  0.919
F13 4.914 1.252 4.064  -0.258
F14 5.370 -0.673 3.195  -0.267
F15 5.668 1.126 2.046  -0.268
H30 8.248 2.390 6.639  0.309
H31 9.946 1.869 6.582  0.362
H32 9.126 2.438 5.119  0.373
H33 8.454 -0.108 6.691  0.341
H34 9.277 -0.087 5.133  0.308
C28 -2.387 5.912 -6.198  -1.173
C29 -2.736 4.631 -6.929  0.020
O19 -3.388 4.918 -8.176  -0.346
C30 -2.579 5.247 -9.202  0.362
O20 -1.382 5.314 -9.125  -0.504
C31 -3.395 5.476 -10.471  0.851
F16 -4.486 6.236 -10.251  -0.244
F17 -3.836 4.316 -10.997  -0.248
F18 -2.690 6.091 -11.434  -0.239
H35 -3.276 6.535 -6.070  0.332
H36 -1.964 5.693 -5.216  0.345
H37 -1.662 6.503 -6.762  0.327
H38 -3.443 4.050 -6.333  0.227
H39 -1.856 4.003 -7.087  0.284
C32 11.613 -0.943 11.921  -1.137
C33 11.273 -2.219 11.178  -0.191
O21 10.634 -1.924 9.926  -0.318
C34 11.451 -1.587 8.910  0.125
O22 12.647 -1.519 8.998  -0.507
C35 10.647 -1.351 7.636  1.172
F19 9.547 -0.591 7.849  -0.389
F20 10.212 -2.506 7.096  -0.267
F21 11.358 -0.729 6.681  -0.249
H40 10.723 -0.322 12.045  0.304
H41 12.026 -1.169 12.906  0.382
H42 12.343 -0.347 11.369  0.321
H43 10.561 -2.806 11.762  0.325
H44 12.156 -2.845 11.024  0.325

=====

no.,E_tot (hartree),HOMO-LUMO gap (eV)
1,-3500.5708,10.33
2,-3158.4797,3.15
3,-5852.0855,7.32